[1]
{"formula": "C36H96O12", "method": "wB97M-V/def2-TZVPD", "spin_multiplicity": 2, "total_charge": 1, "e_above_lowest_kj_mol": 253.8, "orbital_gap_ev": [9.57, 2.67], "molar_mass_g_mol": 721.15, "symbols": ["C", "C", "C", "O", "H", "H", "H", "H", "H", "H", "H", "H", "C", "C", "C", "O", "H", "H", "H", "H", "H", "H", "H", "H", "C", "C", "C", "O", "H", "H", "H", "H", "H", "H", "H", "H", "C", "C", "C", "O", "H", "H", "H", "H", "H", "H", "H", "H", "C", "C", "C", "O", "H", "H", "H", "H", "H", "H", "H", "H", "C", "C", "C", "O", "H", "H", "H", "H", "H", "H", "H", "H", "C", "C", "C", "O", "H", "H", "H", "H", "H", "H", "H", "H", "C", "C", "C", "O", "H", "H", "H", "H", "H", "H", "H", "H", "C", "C", "C", "O", "H", "H", "H", "H", "H", "H", "H", "H", "C", "C", "C", "O", "H", "H", "H", "H", "H", "H", "H", "H", "C", "C", "C", "O", "H", "H", "H", "H", "H", "H", "H", "H", "C", "C", "C", "O", "H", "H", "H", "H", "H", "H", "H", "H"], "xyz": [[3.6500, 2.6384, -0.5935], [5.1200, 2.9125, -0.8559], [5.9250, 2.1627, 0.1731], [5.3525, 2.4930, -2.1990], [3.2553, 1.6660, -0.8880], [2.9861, 3.2284, -1.2254], [3.3616, 2.7443, 0.4524], [5.3419, 3.9794, -0.8335], [5.5381, 1.1477, 0.2636], [5.8810, 2.7293, 1.1033], [6.9404, 2.0035, -0.1898], [4.8801, 3.1365, -2.7322], [0.9981, 1.9297, 3.5982], [2.2196, 1.3782, 2.9418], [3.5464, 2.1746, 3.2025], [2.4413, 0.0127, 3.4806], [1.1476, 2.5235, 4.5000], [0.2662, 1.1278, 3.6947], [0.6927, 2.6397, 2.8297], [2.0373, 1.2760, 1.8721], [3.6120, 3.1029, 2.6350], [4.3942, 1.5386, 2.9481], [3.7869, 2.3378, 4.2531], [2.8073, 0.1250, 4.3609], [-6.4017, -0.9206, -1.9799], [-5.3614, -0.8108, -0.8243], [-6.0216, -1.2100, 0.4993], [-4.3721, -1.7404, -1.0404], [-5.7730, -0.7243, -2.8484], [-7.1701, -0.1590, -1.8476], [-6.9731, -1.8429, -2.0849], [-4.9146, 0.1829, -0.7900], [-6.7016, -0.4301, 0.8418], [-5.1728, -1.2812, 1.1794], [-6.7229, -2.0434, 0.4572], [-4.6707, -2.4987, -0.5331], [-1.8531, -1.7353, 4.0002], [-1.9917, -1.7237, 5.5789], [-1.4771, -0.3845, 6.1307], [-3.3418, -1.8885, 5.8683], [-2.4849, -0.9210, 3.6454], [-2.0894, -2.7396, 3.6485], [-0.8175, -1.6291, 3.6771], [-1.5812, -2.5478, 6.1623], [-2.2214, 0.3842, 5.9227], [-0.5773, -0.1046, 5.5829], [-1.2643, -0.4149, 7.1993], [-3.4216, -1.9641, 6.8220], [0.5831, 6.9299, 0.3280], [1.2825, 5.6418, -0.1925], [0.4331, 4.4564, 0.0267], [1.5794, 5.8126, -1.5504], [1.2259, 7.8099, 0.3049], [0.2084, 6.8465, 1.3482], [-0.1179, 7.2918, -0.4240], [2.2627, 5.6845, 0.2823], [1.0723, 3.5912, 0.2030], [-0.3266, 4.3262, -0.7441], [-0.1556, 4.4967, 0.9431], [2.0796, 5.0643, -1.8843], [-2.7910, 0.4237, -5.7648], [-1.3419, -0.0634, -5.5613], [-0.2680, 1.0523, -5.5618], [-1.2590, -0.8594, -4.4359], [-3.4995, -0.3942, -5.6336], [-2.8881, 0.8328, -6.7704], [-3.1307, 1.2222, -5.1052], [-1.0700, -0.8066, -6.3108], [0.7590, 0.8354, -5.2677], [-0.5714, 1.7685, -4.7983], [-0.2127, 1.6494, -6.4720], [-1.5975, -0.2946, -3.7373], [0.4279, -3.7181, -2.6803], [1.4300, -2.9512, -3.4790], [2.8215, -3.5658, -3.6553], [0.9301, -2.7674, -4.7833], [0.4525, -4.7353, -3.0714], [-0.4859, -3.1240, -2.6873], [0.6630, -3.7689, -1.6172], [1.6042, -1.9383, -3.1161], [3.6263, -3.2111, -4.2991], [2.7657, -4.5901, -4.0239], [3.2661, -3.5577, -2.6602], [0.2562, -2.0889, -4.6985], [2.4020, -1.8806, 0.2788], [3.1039, -2.9846, 1.2359], [4.6281, -2.7360, 1.2632], [2.6982, -2.8025, 2.5389], [1.3714, -2.1150, 0.0123], [2.9090, -1.7791, -0.6808], [2.6608, -0.8887, 0.6494], [2.8460, -3.9693, 0.8461], [4.8344, -1.7967, 1.7764], [5.1564, -2.5805, 0.3225], [5.0575, -3.6352, 1.7049], [2.7465, -1.8545, 2.6825], [4.0158, -0.0063, -3.7327], [5.1899, -0.8324, -3.2514], [6.2953, -1.2190, -4.2081], [5.7424, -0.1738, -2.1655], [4.1751, 0.9404, -4.2490], [3.2257, 0.0396, -2.9832], [3.4260, -0.4670, -4.5252], [4.8018, -1.7583, -2.8270], [6.9088, -0.3710, -4.5124], [5.9328, -1.5429, -5.1837], [6.9429, -1.9869, -3.7849], [5.4245, 0.7318, -2.1457], [0.1143, 0.5121, -0.9664], [-1.1625, -0.2613, -0.7152], [-1.6813, 0.0037, 0.6856], [-2.0900, 0.1012, -1.6763], [0.4926, 0.2223, -1.9467], [0.8761, 0.2856, -0.2204], [-0.0442, 1.5903, -0.9895], [-1.1247, -1.3458, -0.8178], [-2.6064, -0.5197, 0.9270], [-2.0044, 1.0420, 0.7598], [-0.9209, -0.1116, 1.4580], [-2.8171, -0.5047, -1.5159], [-5.6282, 3.9869, 4.0505], [-4.2932, 4.0335, 3.3351], [-3.9950, 2.6524, 2.7045], [-4.2441, 5.0420, 2.4464], [-5.5765, 3.1831, 4.7849], [-6.4685, 3.8221, 3.3760], [-5.8561, 4.8373, 4.6931], [-3.6108, 4.3184, 4.1359], [-3.8996, 1.9683, 3.5478], [-3.0165, 2.7179, 2.2288], [-4.7933, 2.2182, 2.1027], [-4.9698, 5.6043, 2.7274], [-3.3942, -6.6281, 1.5262], [-3.2381, -5.1213, 1.4964], [-1.8785, -4.5470, 1.1369], [-4.2182, -4.5784, 0.6291], [-4.3583, -6.9452, 1.9238], [-2.6126, -7.2038, 2.0220], [-3.2644, -6.7767, 0.4542], [-3.5053, -4.7470, 2.4846], [-1.1448, -4.9002, 1.8616], [-1.8853, -3.4578, 1.0974], [-1.5380, -4.7987, 0.1325], [-4.9561, -5.1872, 0.5487]]}

[2]
{"formula": "C5H6O2", "method": "wB97M-V/def2-TZVPD", "smiles": "C#C[C@H](C=O)CO", "total_charge": 0, "e_above_lowest_kj_mol": 250.0, "orbital_gap_ev": 10.70, "molar_mass_g_mol": 98.10, "symbols": ["C", "C", "C", "C", "O", "C", "O", "H", "H", "H", "H", "H", "H"], "xyz": [[2.1974, -0.4990, 0.6647], [1.2497, -0.0088, 0.1057], [-0.0075, 0.2667, -0.5865], [-0.5179, 1.7019, -0.4631], [-1.6899, 1.9818, -0.3997], [-1.0224, -0.7833, -0.0809], [-0.8949, -0.9820, 1.3021], [3.1114, -0.8840, 1.0484], [0.2086, 0.1292, -1.6588], [0.2616, 2.4912, -0.5009], [-0.8760, -1.7185, -0.6404], [-2.0343, -0.4129, -0.2490], [0.0142, -1.2822, 1.4584]]}

[3]
{"formula": "C14H7Cl48NO4P", "method": "wB97M-V/def2-TZVPD", "total_charge": 1, "orbital_gap_ev": 8.25, "molar_mass_g_mol": 1985.93, "symbols": ["O", "C", "O", "C", "N", "P", "O", "O", "H", "H", "H", "H", "H", "H", "H", "C", "Cl", "Cl", "Cl", "Cl", "C", "Cl", "Cl", "Cl", "Cl", "C", "Cl", "Cl", "Cl", "Cl", "C", "Cl", "Cl", "Cl", "Cl", "C", "Cl", "Cl", "Cl", "Cl", "C", "Cl", "Cl", "Cl", "Cl", "C", "Cl", "Cl", "Cl", "Cl", "C", "Cl", "Cl", "Cl", "Cl", "C", "Cl", "Cl", "Cl", "Cl", "C", "Cl", "Cl", "Cl", "Cl", "C", "Cl", "Cl", "Cl", "Cl", "C", "Cl", "Cl", "Cl", "Cl"], "xyz": [[-2.7808, 2.6910, -1.2575], [-3.0053, 1.7971, -2.2447], [-3.1595, 2.3332, -3.6221], [-3.1720, 0.1796, -2.0068], [-1.9205, -0.5085, -1.4754], [-1.7639, -2.2094, -2.0448], [-3.0135, -3.1910, -1.3296], [-1.7879, -2.3250, -3.7822], [-2.2872, 2.0985, -4.0670], [-4.0100, 0.0584, -1.1659], [-3.5548, -0.4035, -2.9467], [-1.0405, 0.0560, -1.5973], [-2.0620, -0.5789, -0.4228], [-3.9352, -2.8966, -1.6371], [-1.7869, -1.4271, -4.2292], [2.4110, 0.6631, -1.7680], [3.0810, -0.3465, -0.4617], [1.4089, -0.3444, -2.8427], [1.4100, 1.9579, -1.0637], [3.7442, 1.3854, -2.7036], [5.3311, 4.0235, 0.1625], [5.6964, 3.6540, 1.8669], [6.6105, 3.3498, -0.8785], [3.7638, 3.3005, -0.2791], [5.2539, 5.7897, -0.0590], [0.5472, 0.8451, 2.7707], [1.2172, -0.1646, 4.0770], [-0.4550, -0.1624, 1.6959], [-0.4538, 2.1399, 3.4749], [1.8803, 1.5674, 1.8350], [2.7928, 5.9056, 4.1528], [3.6959, 7.0722, 3.1537], [3.6148, 5.7051, 5.7208], [1.1386, 6.5101, 4.4223], [2.7220, 4.3352, 3.3143], [6.9615, -0.9789, -1.3993], [6.5156, 0.2870, -0.2274], [8.3850, -1.8676, -0.8007], [5.5980, -2.1080, -1.6012], [7.3472, -0.2270, -2.9678], [-3.4917, 5.8247, -2.7671], [-3.1265, 5.4552, -1.0628], [-2.2124, 5.1510, -3.8082], [-5.0591, 5.1016, -3.2088], [-3.5690, 7.5909, -2.9886], [7.4248, -3.2883, 2.8434], [7.4016, -2.9689, 4.5961], [6.3531, -4.6635, 2.4761], [6.8576, -1.8432, 1.9689], [9.0867, -3.6775, 2.3324], [8.3804, -8.6100, 2.1741], [7.1831, -9.0757, 0.9395], [7.6809, -8.8404, 3.7965], [9.8342, -9.6260, 2.0044], [8.8235, -6.8981, 1.9560], [-4.6794, -3.3976, 2.0438], [-5.5851, -2.5236, 0.7827], [-3.1226, -2.5801, 2.3312], [-5.6282, -3.4154, 3.5518], [-4.3817, -5.0710, 1.5096], [-5.4438, -9.0717, 2.9508], [-4.9737, -9.1184, 1.2327], [-5.5120, -7.3787, 3.5020], [-7.0458, -9.8258, 3.1488], [-4.2436, -9.9637, 3.9194], [-6.4546, 2.1653, -5.7490], [-5.7846, 1.1557, -4.4427], [-7.4567, 1.1578, -6.8238], [-7.4556, 3.4601, -5.0447], [-5.1215, 2.8877, -6.6847], [-5.9233, 6.7844, 1.3510], [-5.3640, 5.1327, 1.7172], [-5.4963, 7.1973, -0.3287], [-7.6914, 6.8710, 1.5529], [-5.1415, 7.9364, 2.4629]]}